(1)
Molecular formula: C6H12O3
Method: DFT, wB97M-V/def2-TZVPD

Computed properties:
energy	-12558.0803	eV
structure (SMILES)	C=CCCCC(=O)O.O

ORCA input file:
```
! wB97M-V def2-TZVPD RIJCOSX def2/J DEFGRID3
* xyz 0 1
O 0.951 2.416 0.307
C -0.238 -2.655 0.128
C -0.924 1.100 0.930
H 2.426 1.560 -1.675
H -0.879 -1.792 2.090
O -0.757 2.243 -1.144
H -1.819 1.694 1.150
H 0.546 -1.102 1.370
H -0.457 -3.687 0.221
H -1.353 -0.409 -0.554
C 0.261 -2.231 -1.047
O 3.141 1.532 -1.039
H 0.254 -2.932 -1.905
C -0.105 1.925 0.025
H 2.889 2.148 -0.345
C -0.426 -1.543 1.130
C -1.302 -0.345 0.563
H 0.513 -1.233 -1.247
H -0.260 0.934 1.830
H -2.295 -0.481 0.881
H -0.166 2.860 -1.669
*
```

=====

(2)
Molecular formula: C6H12O3
Method: DFT, wB97M-V/def2-TZVPD

Computed properties:
energy	-12556.2331	eV

ORCA input file:
```
! wB97M-V def2-TZVPD RIJCOSX def2/J DEFGRID3
* xyz 0 1
O 1.321 -1.704 -0.799
C -0.695 0.414 0.733
H 1.362 1.740 2.255
H -1.813 -0.696 -2.423
H 1.896 1.618 0.576
H -2.801 0.156 -1.222
C 0.693 -0.047 1.215
C -1.785 0.019 -1.600
C 1.708 1.042 1.485
H -1.420 0.974 -1.970
O -1.295 -1.812 -0.073
C 0.603 -0.633 -0.842
O 1.023 0.416 -1.578
H 1.932 0.222 -1.856
C -0.898 -0.510 -0.482
H 1.228 -1.119 0.473
H -1.498 0.308 1.467
H -2.158 -1.735 0.352
H 2.659 0.624 1.822
H -0.651 1.453 0.401
H 0.588 -0.731 2.064
*
```

=====

(3)
Molecular formula: C6H12O3
Method: DFT, wB97M-V/def2-TZVPD

Computed properties:
energy	-12553.8074	eV

ORCA input file:
```
! wB97M-V def2-TZVPD RIJCOSX def2/J DEFGRID3
* xyz 0 1
O -0.561 0.119 -1.402
H 3.049 -1.010 1.817
C -1.280 -0.856 0.126
H -3.150 0.234 0.015
H 0.554 2.587 -1.037
C 2.116 -0.563 1.474
O 1.611 0.174 -2.135
C 0.950 1.768 -0.429
O -1.800 -1.940 -0.423
H 0.381 1.700 0.496
H -2.562 -0.203 1.637
H -1.796 1.122 0.756
C 0.877 0.501 -1.233
C -2.254 0.143 0.645
H 1.738 0.241 2.106
C 1.466 -0.947 0.374
H -2.750 -1.842 -0.630
H -0.525 -0.540 -2.115
H 1.907 -1.744 -0.230
H 0.038 -0.904 0.382
H 1.992 1.960 -0.192
*
```

=====

(4)
Molecular formula: C6H12O4
Method: DFT, wB97M-V/def2-TZVPD

Computed properties:
energy	-14606.0610	eV
structure (SMILES)	COC(C)=O.COC(C)=O

ORCA input file:
```
! wB97M-V def2-TZVPD RIJCOSX def2/J DEFGRID3
* xyz 0 1
H -0.191 0.663 0.682
C 1.920 -1.001 -4.437
H -0.141 1.694 -3.056
C -0.597 0.388 5.020
H -0.314 -1.028 1.259
H -1.196 0.262 5.938
O 0.468 -1.311 -2.045
H -1.798 -0.054 1.020
C -0.218 1.020 -2.186
O -2.396 -0.523 3.642
H 2.542 -1.490 -3.668
O 1.168 -0.027 -3.879
H 1.261 -1.760 -4.890
H 2.583 -0.597 -5.221
H 0.255 -0.311 5.057
H -1.286 0.862 -1.958
H -0.205 1.419 4.994
C 0.457 -0.253 -2.678
C -1.303 0.040 3.683
C -0.746 -0.017 1.350
H 0.258 1.509 -1.320
O -0.520 0.515 2.692
*
```

=====

(5)
Molecular formula: C6H12O4S
Method: DFT, wB97M-V/def2-TZVPD

Computed properties:
energy	-25441.7615	eV
structure (SMILES)	C[C@@H]1S[C@@H](O)[C@@H](O)[C@H](O)[C@@H]1O

ORCA input file:
```
! wB97M-V def2-TZVPD RIJCOSX def2/J DEFGRID3
* xyz 0 1
O -0.971 -2.131 0.891
H -1.816 2.376 0.840
H -0.058 2.171 -1.197
H -0.497 -2.988 1.016
C 2.862 0.169 0.168
C -0.760 -1.732 -0.427
C -1.487 -0.406 -0.658
O 0.721 1.629 -1.040
H -1.157 -2.468 -1.155
C 1.408 -0.220 0.351
H 3.044 0.582 -0.815
C -1.012 0.647 0.329
S 1.014 -1.549 -0.830
H 3.514 -0.680 0.302
H 3.141 0.921 0.924
O -1.784 1.807 0.039
H 0.732 1.696 1.019
H 1.247 -0.641 1.331
O -2.866 -0.632 -0.500
H -1.266 -0.055 -1.673
H -3.257 0.240 -0.474
C 0.479 0.988 0.202
H -1.230 0.278 1.357
*
```

=====

(6)
Molecular formula: C6H12O4Y
Method: DFT, wB97M-V/def2-TZVPD

Computed properties:
energy	-15640.9762	eV

ORCA input file:
```
! wB97M-V def2-TZVPD RIJCOSX def2/J DEFGRID3
* xyz 1 1
C 0.814 -1.585 2.771
H 1.966 0.380 -1.041
H -1.708 2.312 -0.838
C 0.776 1.712 0.154
H 0.289 -0.212 -0.858
H 0.911 -2.479 0.771
H -0.456 -1.024 -3.143
H 1.828 -1.985 2.983
C 1.108 0.333 -0.354
H -2.631 1.690 0.524
O 1.500 -0.474 0.797
C -0.965 -0.427 -3.929
H 0.095 -2.339 3.148
O -1.550 0.593 -3.650
O 0.623 -0.343 3.367
Y 1.088 1.206 2.305
H 0.813 2.475 -0.637
C -1.746 1.500 -0.095
H -1.800 0.432 -0.359
O -0.537 1.691 0.805
H -0.664 -0.655 -4.972
H -0.400 -1.279 1.000
C 0.647 -1.523 1.251
*
```

=====

(7)
Molecular formula: C6H12O7S2
Method: DFT, wB97M-V/def2-TZVPD

Computed properties:
energy	-42412.4541	eV

ORCA input file:
```
! wB97M-V def2-TZVPD RIJCOSX def2/J DEFGRID3
* xyz 0 3
C -1.186 2.195 1.143
C -2.054 0.927 1.001
S -0.172 2.460 -0.354
C -0.883 -0.300 -0.724
O -1.918 -0.325 -1.632
O 0.930 0.685 -1.813
H -2.599 0.566 1.974
H 2.754 -0.733 -1.695
H 2.386 1.480 -1.076
H 4.212 -1.362 -0.817
O -2.341 -1.478 0.874
O 3.535 -0.107 1.549
C 0.109 0.834 -0.921
H -0.134 -1.196 -0.907
H -0.573 2.118 2.061
S 2.746 0.114 0.359
H 2.689 -2.054 -0.441
H -3.023 -1.279 0.281
H -0.495 -0.555 1.403
C 3.208 -1.173 -0.805
O 1.304 0.190 0.515
C -1.415 -0.427 0.660
O -3.135 1.092 0.104
O 3.150 1.454 -0.447
H -2.794 1.151 -0.740
H -1.496 -0.366 -2.490
H -1.802 3.163 1.282
*
```

=====

(8)
Molecular formula: C6H12OSi
Method: DFT, wB97M-V/def2-TZVPD

Computed properties:
energy	-16341.0012	eV
structure (SMILES)	C=C/C=C/C[SiH2]OC

ORCA input file:
```
! wB97M-V def2-TZVPD RIJCOSX def2/J DEFGRID3
* xyz 0 1
C -0.939 -0.673 0.405
C 0.129 -1.477 0.470
H -2.118 0.586 1.619
H 1.285 1.720 -2.423
H 0.548 3.306 -2.091
H 2.069 2.845 -1.291
H -1.785 -0.967 -0.205
H 1.890 -3.399 1.056
H 0.971 -1.172 1.081
H -2.060 2.481 -0.688
O 0.414 1.877 -0.601
C -1.118 0.587 1.184
Si -0.936 2.227 0.223
C 1.097 -3.700 0.391
H -0.406 0.603 2.010
H -0.632 -3.150 -0.665
H 1.091 -4.738 0.104
C 1.105 2.475 -1.652
C 0.176 -2.831 -0.020
H -0.782 3.398 1.093
*
```

=====

- Which formula does entry 6 have?
  C6H12O4Y

=====

Repeat the eighth record exactly.
Molecular formula: C6H12OSi
Method: DFT, wB97M-V/def2-TZVPD

Computed properties:
energy	-16341.0012	eV
structure (SMILES)	C=C/C=C/C[SiH2]OC

ORCA input file:
```
! wB97M-V def2-TZVPD RIJCOSX def2/J DEFGRID3
* xyz 0 1
C -0.939 -0.673 0.405
C 0.129 -1.477 0.470
H -2.118 0.586 1.619
H 1.285 1.720 -2.423
H 0.548 3.306 -2.091
H 2.069 2.845 -1.291
H -1.785 -0.967 -0.205
H 1.890 -3.399 1.056
H 0.971 -1.172 1.081
H -2.060 2.481 -0.688
O 0.414 1.877 -0.601
C -1.118 0.587 1.184
Si -0.936 2.227 0.223
C 1.097 -3.700 0.391
H -0.406 0.603 2.010
H -0.632 -3.150 -0.665
H 1.091 -4.738 0.104
C 1.105 2.475 -1.652
C 0.176 -2.831 -0.020
H -0.782 3.398 1.093
*
```